No. 1
{
  "formula": "H14NO5",
  "method": "ωB97M-V/def2-TZVPD",
  "symbols": ["N", "H", "H", "H", "H", "O", "H", "H", "O", "H", "H", "O", "H", "H", "O", "H", "H", "O", "H", "H"],
  "coordinates": [[-0.392400, 0.402850, 0.476200], [-0.783400, 1.019850, -0.150800], [-0.341400, 0.856850, 1.290200], [0.494600, 0.145850, 0.077200], [-0.978400, -0.418150, 0.499200], [-3.181400, 1.041850, 0.409200], [-3.796400, 0.987850, 1.219200], [-3.214400, 1.735850, -0.296800], [-0.049400, -2.620150, 0.369200], [0.285600, -2.935150, -0.405800], [0.671600, -2.560150, 0.857200], [0.145600, 0.578850, -2.593800], [0.912600, 0.141850, -3.173800], [-0.639400, 0.703850, -3.076800], [2.000600, -2.247150, 0.750200], [2.248600, -3.088150, 1.214200], [2.667600, -1.562150, 0.750200], [1.230600, 2.192850, 0.757200], [2.068600, 2.641850, 0.296200], [0.650600, 2.980850, 0.732200]],
  "forces_ev_per_angstrom": [[-0.1, -3.8, -2.9], [-1.2, 1.7, -2.0], [0.6, 1.8, 4.2], [0.6, -0.1, 0.2], [-0.4, -0.7, 0.2], [0.3, -0.5, 0.8], [1.0, 1.2, -2.6], [-1.2, -0.6, 1.8], [-9.5, 0.2, -0.9], [0.9, -1.4, -3.5], [3.4, 0.8, 3.6], [4.2, -1.5, 0.1], [-3.1, 1.6, 1.6], [-1.2, -0.1, -1.6], [3.7, -0.5, 0.9], [0.8, 1.5, -0.5], [0.8, -0.4, 0.5], [2.8, 2.9, -1.8], [-2.4, -1.7, 1.6], [0.2, -0.5, 0.3]],
  "mulliken_charge": [-0.369, 0.314, 0.342, 0.323, 0.327, -0.661, 0.338, 0.339, -0.652, 0.273, 0.417, -0.621, 0.331, 0.306, -0.639, 0.335, 0.298, -0.664, 0.331, 0.333],
  "energy_ha": -439.023585,
  "e_above_lowest_kj_mol": 384.2,
  "total_charge": 1,
  "homo_lumo_gap_ev": 10.85,
  "e_homo_ev": -14.1
}

***

No. 2
{
  "formula": "C44H38N7O4PtS4",
  "method": "ωB97M-V/def2-TZVPD",
  "symbols": ["Pt", "N", "S", "N", "S", "N", "S", "N", "C", "C", "C", "C", "C", "C", "C", "C", "C", "C", "C", "C", "C", "C", "C", "C", "C", "C", "C", "C", "C", "C", "C", "C", "C", "C", "C", "C", "C", "C", "C", "C", "C", "C", "C", "C", "H", "H", "H", "H", "H", "H", "H", "H", "H", "H", "H", "H", "H", "H", "H", "H", "H", "H", "H", "H", "H", "H", "H", "H", "H", "H", "H", "H", "H", "H", "O", "C", "O", "C", "C", "C", "C", "C", "C", "N", "O", "O", "H", "H", "H", "H", "N", "C", "N", "S", "H", "H", "H", "H"],
  "coordinates": [[-1.019569, 1.925118, 1.143401], [-2.129269, 0.459618, 0.024601], [-2.045869, -1.000782, -0.162599], [-1.000769, -1.625882, -1.287199], [0.503631, -2.001882, -1.256399], [1.540131, -1.255382, -0.394499], [1.539431, 0.349718, 0.039201], [0.709431, 0.627318, 1.215901], [1.284131, 1.160218, -1.563099], [2.269231, 0.954718, -2.510099], [2.114331, 1.510118, -3.767799], [0.981231, 2.251718, -4.063499], [0.011231, 2.463618, -3.097199], [0.164931, 1.918818, -1.832699], [3.313931, 0.555318, 0.317101], [3.790931, 1.854518, 0.313201], [5.131531, 2.092618, 0.561501], [5.985731, 1.028318, 0.804301], [5.498931, -0.268982, 0.803901], [4.156031, -0.511982, 0.563001], [0.804231, -3.719382, -0.779199], [0.503631, -4.745582, -1.658899], [0.779931, -6.050882, -1.283799], [1.339631, -6.313482, -0.042499], [1.626531, -5.276982, 0.832801], [1.360431, -3.969382, 0.464101], [1.029131, -1.902582, -2.973199], [2.358131, -2.203282, -3.223499], [2.861731, -2.020082, -4.498799], [2.032831, -1.535482, -5.500999], [0.700031, -1.257682, -5.241499], [0.187731, -1.439482, -3.966899], [-1.753969, -2.008182, 1.308501], [-1.598369, -3.377982, 1.205801], [-1.368269, -4.114482, 2.355501], [-1.279969, -3.474482, 3.581901], [-1.414369, -2.097682, 3.666101], [-1.652469, -1.353682, 2.521901], [-3.616469, -1.517282, -0.933299], [-4.376169, -0.497182, -1.484499], [-5.590069, -0.789382, -2.083299], [-6.048369, -2.097282, -2.114199], [-5.289769, -3.109182, -1.549699], [-4.069269, -2.823882, -0.956499], [3.148731, 0.381918, -2.251999], [2.881331, 1.373518, -4.512999], [0.875131, 2.694718, -5.042099], [-0.854869, 3.064918, -3.324399], [-0.573169, 2.106818, -1.046399], [3.110731, 2.659318, 0.089901], [5.507931, 3.103718, 0.563801], [7.030731, 1.210218, 1.003801], [6.166331, -1.094582, 0.994801], [3.754731, -1.511982, 0.548201], [0.072731, -4.520082, -2.623599], [0.562931, -6.858582, -1.964799], [1.556731, -7.330782, 0.242101], [2.059031, -5.480382, 1.799901], [1.583531, -3.137282, 1.113701], [2.975931, -2.560082, -2.412399], [3.894931, -2.252782, -4.707799], [2.429631, -1.379882, -6.491999], [0.056231, -0.899082, -6.029099], [-0.841169, -1.223982, -3.726699], [-1.639269, -3.866282, 0.245001], [-1.255969, -5.185682, 2.295001], [-1.094469, -4.050882, 4.475101], [-1.339169, -1.592282, 4.616201], [-1.729169, -0.274082, 2.565501], [-4.006269, 0.514318, -1.418499], [-6.182569, 0.005218, -2.511199], [-7.002869, -2.327582, -2.562799], [-5.651269, -4.126282, -1.558199], [-3.504669, -3.623482, -0.509499], [-2.124369, 3.322318, 4.989901], [-1.320969, 3.032618, 4.109001], [-1.380169, 1.959118, 3.429901], [-0.241169, 4.037218, 3.728301], [0.093731, 5.124818, 4.530801], [1.005031, 6.068218, 4.072601], [1.519731, 5.996718, 2.791501], [1.173131, 4.913418, 1.988501], [0.350031, 3.917518, 2.487801], [1.628531, 4.812218, 0.645901], [1.283331, 3.813518, 0.008701], [2.329031, 5.692118, 0.185301], [-0.351669, 5.208818, 5.511001], [1.298231, 6.881218, 4.717801], [2.178331, 6.756718, 2.401801], [0.175131, 3.014718, 1.872601], [-3.942169, 2.191718, 2.509501], [-3.566969, 3.454518, 2.299501], [-4.003069, 4.415218, 3.110601], [-2.676369, 3.851218, 0.912001], [-4.216969, 1.895218, 3.434301], [-3.523669, 1.490118, 1.904501], [-4.316869, 4.180818, 4.040501], [-3.687969, 5.359318, 2.962301]],
  "forces_ev_per_angstrom": [[-1.1, -0.4, 0.2], [0.0, -0.6, 0.3], [-0.3, 0.6, -0.1], [0.2, -0.4, -0.3], [-0.1, 0.4, 0.3], [0.2, -0.2, 0.0], [-0.1, -0.5, 0.2], [-0.1, 0.6, -0.4], [0.2, -0.1, 0.5], [0.1, 0.1, -0.2], [0.1, -0.1, 0.1], [0.0, 0.1, 0.1], [-0.1, 0.0, 0.0], [-0.2, 0.0, 0.3], [-0.3, -0.1, -0.3], [-0.2, 0.1, 0.0], [-0.1, -0.1, 0.0], [0.0, 0.0, 0.1], [0.0, 0.0, 0.1], [-0.2, -0.2, -0.1], [0.2, 0.4, -0.1], [-0.1, 0.2, -0.1], [-0.1, 0.1, 0.0], [0.0, 0.0, 0.0], [-0.1, 0.0, -0.1], [0.1, 0.2, 0.0], [-0.3, -0.1, 0.2], [0.0, -0.1, 0.2], [0.0, -0.1, 0.1], [-0.1, 0.0, 0.0], [0.1, 0.0, 0.0], [-0.2, -0.1, 0.2], [-0.1, 0.2, -0.5], [-0.1, -0.2, 0.0], [-0.1, 0.0, 0.0], [0.0, 0.0, 0.0], [0.0, 0.1, 0.0], [-0.1, 0.3, 0.0], [0.3, -0.1, 0.2], [0.2, 0.2, 0.1], [0.0, -0.1, 0.0], [0.0, 0.0, 0.0], [0.0, 0.0, 0.1], [0.0, -0.2, 0.0], [0.1, 0.0, -0.1], [0.1, 0.0, -0.1], [-0.1, 0.0, -0.1], [-0.1, 0.1, 0.0], [0.1, 0.0, -0.5], [0.0, 0.2, 0.0], [0.0, 0.1, 0.0], [0.1, 0.0, 0.0], [0.1, -0.1, 0.0], [0.1, -0.2, 0.0], [0.0, -0.1, -0.1], [0.0, -0.1, -0.1], [0.0, -0.1, 0.0], [0.0, 0.0, 0.1], [0.0, 0.0, 0.1], [0.2, 0.0, 0.0], [0.1, 0.0, 0.0], [0.0, 0.0, -0.1], [-0.1, 0.1, -0.1], [-0.1, 0.1, 0.0], [0.0, -0.1, 0.0], [0.0, -0.1, 0.0], [0.0, -0.1, 0.1], [0.0, 0.0, 0.1], [0.0, -0.1, 0.1], [0.0, 0.1, 0.0], [0.0, 0.1, 0.0], [-0.1, 0.0, -0.1], [0.0, -0.1, 0.0], [0.1, -0.1, 0.0], [0.2, 0.1, 0.3], [-0.1, 0.5, 0.3], [0.3, -1.0, -1.1], [-0.1, -0.1, -0.1], [0.0, -0.2, -0.2], [-0.1, 0.0, 0.1], [0.1, -0.1, -0.4], [-0.5, 0.1, 1.5], [0.2, 0.2, 0.0], [0.4, -0.3, -1.3], [0.2, 0.6, 0.1], [-0.1, -0.2, 0.2], [-0.1, 0.0, 0.0], [0.0, 0.1, 0.0], [0.0, 0.1, 0.0], [1.0, 0.9, 0.5], [-0.1, 0.0, 0.0], [-0.8, -0.2, -0.1], [-0.1, -0.1, 0.1], [0.8, -0.3, -0.4], [0.1, 0.0, 0.0], [-0.2, 0.2, 0.2], [0.0, 0.0, 0.0], [0.1, -0.1, 0.0]],
  "mulliken_spin": [1.205, 0.138, 0.030, -0.001, 0.000, -0.001, -0.009, 0.089, -0.019, -0.007, 0.000, 0.001, 0.014, 0.075, 0.005, 0.002, -0.001, 0.002, -0.001, 0.002, 0.000, 0.000, 0.000, 0.000, 0.000, 0.000, 0.000, 0.000, 0.000, 0.000, 0.000, 0.000, -0.001, -0.001, 0.001, 0.000, 0.001, 0.001, 0.017, 0.003, 0.000, -0.001, 0.002, -0.003, 0.000, 0.000, 0.000, 0.002, 0.066, 0.001, 0.000, 0.000, 0.000, 0.000, 0.000, 0.000, 0.000, 0.000, 0.000, 0.000, 0.000, 0.000, 0.000, 0.000, 0.000, 0.000, 0.000, 0.001, 0.017, -0.003, 0.000, 0.000, 0.000, 0.001, 0.028, 0.020, 0.142, 0.004, 0.003, -0.001, 0.002, 0.029, 0.062, 0.000, -0.001, 0.001, 0.000, 0.000, 0.001, -0.037, 0.004, -0.007, 0.004, 0.110, 0.000, 0.005, 0.000, 0.001],
  "energy_ha": -4095.239724,
  "e_above_lowest_kj_mol": 122.9,
  "s_squared": 2.006,
  "total_charge": 1,
  "homo_lumo_gap_ev": [6.81, 7.34],
  "e_homo_ev": [-9.4, -10.6],
  "spin_multiplicity": 3
}